The following is a quantum chemistry calculation of a cluster of 8 separate species, C36H59BO17 in total, from the Open Molecules 2025 dataset.

The geometry in XYZ format:
```
113
C36H59BO17, DFT wB97M-V/def2-TZVPD
C 4.61 -2.61 0.59
C 3.25 -2.38 -0.05
C 3.34 -1.87 -1.50
C 2.29 -1.45 0.76
C 2.84 -0.95 2.09
C 1.05 -2.28 1.12
O 0.36 -2.71 -0.07
B -0.90 -2.17 -0.14
C -2.06 -2.90 0.68
C -3.43 -2.48 0.19
O -4.31 -3.23 0.03
O -3.59 -1.15 -0.09
H 5.11 -1.70 0.91
H 4.47 -3.24 1.47
H 5.25 -3.16 -0.08
H 2.76 -3.35 -0.12
H 4.02 -1.02 -1.61
H 2.35 -1.51 -1.76
H 3.56 -2.66 -2.20
H 1.95 -0.61 0.16
H 2.11 -0.26 2.50
H 3.77 -0.40 2.01
H 2.91 -1.76 2.82
H 1.42 -3.16 1.63
H 0.42 -1.67 1.77
H -1.06 -1.18 -0.78
H -1.97 -2.74 1.75
H -1.97 -3.98 0.52
H -3.39 -0.69 0.75
O -3.30 -0.33 3.12
C -3.96 0.67 3.22
O -3.44 1.85 3.63
C -4.50 2.82 3.74
C -5.61 2.32 2.84
C -5.44 0.80 2.96
H -4.80 2.89 4.79
H -4.12 3.79 3.42
H -6.59 2.67 3.13
H -5.43 2.63 1.82
H -6.00 0.39 3.81
H -5.72 0.29 2.05
O 6.44 -2.68 -2.24
C 6.58 -2.20 -3.33
O 7.16 -0.99 -3.53
C 7.09 -0.64 -4.93
C 6.92 -1.97 -5.66
C 6.13 -2.79 -4.65
H 6.24 0.02 -5.08
H 8.00 -0.13 -5.22
H 6.43 -1.86 -6.63
H 7.90 -2.43 -5.82
H 5.05 -2.64 -4.75
H 6.37 -3.85 -4.70
O -4.88 0.64 -6.51
C -4.75 0.08 -5.46
O -5.34 0.51 -4.31
C -4.91 -0.30 -3.21
C -4.44 -1.61 -3.83
C -3.91 -1.14 -5.18
H -4.10 0.22 -2.69
H -5.74 -0.44 -2.52
H -3.71 -2.14 -3.21
H -5.30 -2.27 -3.98
H -2.86 -0.84 -5.12
H -4.04 -1.89 -5.95
O 9.63 1.34 -5.09
C 10.42 0.44 -5.00
O 10.43 -0.64 -5.82
C 11.42 -1.59 -5.38
C 12.40 -0.77 -4.55
C 11.50 0.30 -3.95
H 10.92 -2.36 -4.79
H 11.89 -2.05 -6.25
H 12.93 -1.37 -3.81
H 13.14 -0.31 -5.20
H 11.04 -0.03 -3.01
H 12.02 1.24 -3.80
O -6.99 4.35 1.54
C -6.96 5.46 1.98
O -7.72 5.86 3.03
C -7.55 7.27 3.25
C -6.21 7.62 2.62
C -6.15 6.63 1.46
H -8.39 7.80 2.78
H -7.58 7.47 4.32
H -6.14 8.66 2.32
H -5.41 7.41 3.33
H -6.62 7.02 0.56
H -5.13 6.32 1.24
O -7.97 -1.30 3.96
C -7.80 -2.03 3.03
O -7.49 -1.61 1.78
C -7.43 -2.73 0.89
C -7.17 -3.94 1.78
C -7.90 -3.55 3.06
H -8.37 -2.80 0.35
H -6.62 -2.56 0.18
H -7.51 -4.87 1.34
H -6.10 -4.03 1.98
H -8.95 -3.83 3.05
H -7.40 -3.95 3.94
O 3.18 2.87 2.41
C 2.90 2.63 3.55
O 2.80 1.37 4.04
C 2.35 1.41 5.41
C 2.71 2.80 5.91
C 2.58 3.64 4.64
H 1.27 1.22 5.42
H 2.85 0.62 5.97
H 2.08 3.14 6.73
H 3.75 2.81 6.25
H 1.56 3.99 4.49
H 3.28 4.47 4.62
```

The LUMO energy comes out at 0.428 eV. Its HOMO energy is -9.33 eV. Its SMILES is CC(C)[C@H](C)COBCC(=O)O.O=C1CCCO1.O=C1CCCO1.O=C1CCCO1.O=C1CCCO1.O=C1CCCO1.O=C1CCCO1.O=C1CCCO1.